The following is a quantum chemistry calculation of 11 unconnected molecules or ions with the total composition C32H93N15O11 at a distorted geometry, from the Open Molecules 2025 dataset.

Last column: Mulliken charge in e.
Geometry (Å):
C: -23.663680 -18.646400 -10.677670  -0.780
O: -22.676560 -19.372380 -11.250150  -0.309
C: -21.947010 -20.214700 -10.358250  -0.782
C: -20.922870 -20.922400 -11.235060  0.347
C: -20.013090 -21.918940 -10.409470  -1.318
N: -19.997360 -20.006350 -11.813900  -0.762
H: -23.236400 -18.108880 -9.831150  0.331
H: -24.471870 -19.260680 -10.280700  0.293
H: -24.261640 -17.943510 -11.257750  0.276
H: -21.368150 -19.768980 -9.549320  0.354
H: -22.519290 -20.916440 -9.751500  0.425
H: -21.475150 -21.463600 -12.003300  0.305
H: -19.318520 -21.374400 -9.769810  0.297
H: -19.475060 -22.680950 -10.973360  0.337
H: -20.634080 -22.619320 -9.850950  0.366
H: -20.682990 -19.349420 -12.158080  0.345
H: -19.540330 -19.462450 -11.095980  0.275
C: -9.520620 -20.218220 -19.085540  -0.727
O: -9.860630 -18.832900 -18.726000  -0.336
C: -11.239550 -18.669350 -18.387310  -0.748
C: -11.448860 -17.284500 -17.757570  0.366
C: -10.977290 -16.199230 -18.763380  -1.448
N: -10.673400 -17.020640 -16.512060  -0.782
H: -10.227640 -20.532730 -19.853210  0.289
H: -9.555030 -20.855870 -18.202190  0.259
H: -8.494460 -20.397700 -19.406290  0.261
H: -11.613890 -18.662700 -19.411000  0.372
H: -11.644380 -19.475220 -17.775110  0.423
H: -12.521630 -17.094300 -17.724600  0.374
H: -10.845170 -15.292890 -18.172460  0.368
H: -11.339890 -16.083320 -19.784740  0.410
H: -9.980200 -16.453390 -19.123010  0.304
H: -9.748770 -17.334050 -16.770800  0.351
H: -11.004410 -17.815580 -15.984220  0.260
C: -9.099960 -20.118660 -11.785590  -0.791
O: -10.371790 -20.633610 -11.620320  -0.280
C: -10.525440 -21.697180 -12.572090  -0.725
C: -11.997660 -22.107120 -12.635320  0.590
C: -12.300570 -23.315890 -13.559440  -1.537
N: -12.815160 -21.092600 -13.242610  -0.692
H: -9.145180 -19.162050 -11.265080  0.264
H: -8.669090 -19.962150 -12.774510  0.313
H: -8.411560 -20.667050 -11.142560  0.319
H: -10.258300 -21.508520 -13.611880  0.292
H: -9.839940 -22.483180 -12.255250  0.345
H: -12.302350 -22.374770 -11.623580  0.264
H: -13.199000 -23.854310 -13.257690  0.414
H: -11.549220 -24.085220 -13.381370  0.396
H: -12.448420 -23.085020 -14.614400  0.371
H: -13.252070 -20.520400 -12.534230  0.204
H: -13.708660 -21.525270 -13.428530  0.257
C: -6.835330 -16.409900 -3.747610  -0.794
O: -7.507960 -15.580440 -2.767030  -0.325
C: -8.826220 -15.865870 -2.376030  -0.777
C: -9.330090 -14.644030 -1.513740  0.478
C: -10.654100 -14.921670 -0.739440  -1.474
N: -9.435170 -13.491950 -2.341610  -0.658
H: -5.925850 -16.048530 -4.227570  0.292
H: -7.490980 -16.610590 -4.594930  0.303
H: -6.510660 -17.404130 -3.440700  0.315
H: -9.540430 -15.815370 -3.197890  0.346
H: -8.895310 -16.839490 -1.890860  0.448
H: -8.550200 -14.250020 -0.862110  0.211
H: -10.478280 -15.752800 -0.056490  0.372
H: -11.376350 -15.349260 -1.434870  0.378
H: -11.137700 -14.112320 -0.192470  0.392
H: -10.416380 -13.272890 -2.438270  0.252
H: -9.193810 -13.780460 -3.278950  0.242
C: -24.064510 -10.384180 -13.471390  -0.788
O: -23.253230 -11.035860 -12.552800  -0.307
C: -22.099060 -11.578010 -13.077370  -0.883
C: -21.288330 -12.160610 -11.984100  0.616
C: -20.537500 -11.071740 -11.265790  -1.447
N: -20.287780 -13.145020 -12.411050  -0.728
H: -24.164710 -10.948190 -14.398730  0.326
H: -23.561940 -9.501200 -13.866180  0.325
H: -25.095280 -10.230530 -13.151980  0.258
H: -22.332850 -12.351090 -13.809350  0.468
H: -21.485020 -10.925570 -13.698160  0.317
H: -21.851140 -12.720170 -11.236940  0.270
H: -21.234780 -10.271880 -11.016590  0.339
H: -19.723740 -10.604530 -11.820420  0.339
H: -20.011580 -11.489580 -10.407350  0.380
H: -19.566740 -12.753740 -13.000200  0.245
H: -19.829650 -13.527940 -11.596440  0.269
C: -18.822320 -20.236460 -3.042160  -0.834
O: -19.066280 -21.536630 -3.566240  -0.283
C: -18.935740 -22.514900 -2.600060  -0.566
C: -18.932520 -23.845020 -3.312900  0.255
C: -20.361210 -24.224020 -3.801700  -1.395
N: -18.495520 -25.069770 -2.602890  -0.667
H: -19.001660 -19.562920 -3.880180  0.259
H: -17.867540 -20.043770 -2.552920  0.297
H: -19.665100 -20.058950 -2.374100  0.354
H: -17.951160 -22.404400 -2.145640  0.323
H: -19.431650 -22.474920 -1.630230  0.388
H: -18.398380 -23.737580 -4.256960  0.253
H: -21.021400 -24.276190 -2.935950  0.352
H: -20.438600 -25.171990 -4.334120  0.371
H: -20.654510 -23.463650 -4.525520  0.347
H: -19.244850 -25.264230 -1.954210  0.274
H: -17.636690 -24.821710 -2.132790  0.270
C: -20.425150 -8.487760 -0.443230  -0.776
O: -20.323570 -9.454340 -1.538890  -0.284
C: -21.003770 -10.617620 -1.294010  -0.593
C: -21.012000 -11.340810 -2.736240  0.246
C: -21.978140 -12.462990 -2.988870  -1.228
N: -19.675920 -11.768550 -3.136850  -0.698
H: -20.199860 -8.942050 0.521630  0.328
H: -21.380200 -7.976070 -0.324320  0.288
H: -19.633660 -7.751360 -0.582390  0.245
H: -20.498660 -11.090840 -0.451980  0.325
H: -22.050150 -10.476680 -1.023240  0.334
H: -21.246050 -10.566740 -3.467070  0.285
H: -21.828480 -12.568550 -4.063370  0.332
H: -23.031200 -12.257000 -2.797240  0.351
H: -21.613910 -13.279010 -2.364740  0.313
H: -19.498420 -12.502160 -2.465710  0.259
H: -18.956200 -11.076450 -2.984890  0.273
N: -8.921150 -11.348600 -10.807980  -0.374
C: -8.829350 -11.218520 -9.514280  0.626
N: -8.127980 -10.166540 -9.172850  -0.418
O: -9.314490 -11.953340 -8.710840  -0.625
H: -9.621250 -11.966580 -11.192770  0.222
H: -8.421840 -10.697890 -11.397360  0.154
H: -7.783650 -9.591020 -9.928040  0.185
H: -8.540840 -9.730860 -8.360550  0.230
N: -14.143580 -15.404940 -7.184850  -0.395
C: -14.163200 -16.309200 -8.101870  0.604
N: -12.924880 -16.553160 -8.465210  -0.336
O: -15.127170 -16.759300 -8.623320  -0.623
H: -15.041470 -15.115330 -6.824260  0.221
H: -13.398980 -14.745160 -7.010570  0.189
H: -12.578080 -17.307560 -9.040300  0.189
H: -12.211460 -16.073140 -7.935400  0.152
N: -12.966020 -7.997230 -3.362440  -0.406
C: -14.091860 -8.547580 -3.000430  0.553
N: -15.036650 -7.615320 -2.801230  -0.399
O: -14.251070 -9.713320 -2.773780  -0.609
H: -12.151380 -8.589890 -3.290220  0.259
H: -12.910630 -7.023890 -3.098520  0.205
H: -14.950210 -6.634340 -2.576920  0.193
H: -15.940920 -7.963920 -2.516800  0.202
N: -11.650930 -21.576890 -4.523130  -0.425
C: -10.419490 -21.936600 -4.746510  0.631
N: -9.889940 -21.512270 -5.911790  -0.395
O: -9.785420 -22.636350 -4.003890  -0.629
H: -12.157950 -21.192810 -5.307670  0.203
H: -12.111650 -22.229890 -3.905520  0.243
H: -10.378760 -20.921830 -6.569470  0.168
H: -9.113100 -22.058840 -6.255140  0.205

Cartesian forces (eV/Å) of the 6 atoms listed first:
-1.715 0.893 2.301
1.384 -1.165 -0.794
0.553 -0.755 -0.114
1.383 -2.359 1.877
-1.621 -0.542 -0.215
-0.725 1.136 -1.286

**E_HOMO**: -8.9 eV
**Multiplicity**: 1
**Kohn-Sham gap**: 8.98 eV
**Total charge**: 0
**SMILES**: COC[C@H](C)N.COC[C@H](C)N.COC[C@H](C)N.COC[C@H](C)N.COC[C@H](C)N.COC[C@H](C)N.COC[C@H](C)N.NC(N)=O.NC(N)=O.NC(N)=O.NC(N)=O

=====

The following is a quantum chemistry calculation of a molecular structure, C10H20BeN4O7 at a distorted geometry, from the Open Molecules 2025 dataset.

Last column: Mulliken charge in e.
Geometry (Å):
O: -2.432290 2.098940 -3.360015  -0.519
H: -2.407722 2.890680 -3.903948  0.285
Be: 0.403318 -0.234265 0.279119  -0.944
N: 0.712419 -2.040121 0.368898  0.932
N: -1.293607 -0.803108 -0.164057  1.034
N: 1.738485 0.277072 1.342489  0.698
N: -0.081400 1.488475 0.429821  0.901
O: 1.883068 -2.593446 0.564911  -0.858
O: 2.846028 -0.501149 1.601047  -0.578
O: -1.140991 2.090733 -0.171521  -0.672
O: -2.297140 -0.075946 -0.565484  -0.936
C: -1.446877 -2.137281 -0.351578  0.474
C: -0.289912 -2.852047 -0.014424  0.151
C: 1.777255 1.550113 1.723936  0.288
C: 0.645291 2.262028 1.237543  0.706
C: -0.102933 -4.309360 -0.089674  -1.535
H: 0.199929 -4.704061 0.887974  0.287
H: 0.661101 -4.550456 -0.838964  0.269
H: -1.034938 -4.789735 -0.394507  0.407
C: -2.704117 -2.712830 -0.860205  -1.464
H: -2.977503 -2.303873 -1.843440  0.275
H: -3.538947 -2.565209 -0.159916  0.267
H: -2.572982 -3.793797 -0.974451  0.403
C: 2.856262 2.144298 2.545395  -1.679
C: 0.335303 3.670787 1.600365  -1.793
H: 3.791244 1.588998 2.435220  0.416
H: 2.557845 2.142953 3.600054  0.304
H: 3.030521 3.182668 2.247006  0.403
H: -0.726392 3.914143 1.505661  0.386
H: 0.909510 4.384353 0.994397  0.323
H: 0.628030 3.855457 2.641332  0.440
H: 2.509243 -1.450215 1.230396  0.490
H: -1.762188 1.254443 -0.357559  0.526
C: -1.127781 1.526944 -3.413841  -0.316
H: -1.222017 0.476341 -3.135567  0.049
H: -0.471640 2.015324 -2.688735  0.137
H: -0.708218 1.617640 -4.427862  0.394
O: 1.505193 -0.165278 -1.352602  -0.449
H: 2.331918 0.343099 -1.159533  0.336
H: 1.800440 -1.064835 -1.622371  0.343
O: -1.858636 -0.574758 2.645452  -0.340
C: -0.924170 -0.553719 1.969242  0.158

Cartesian forces (eV/Å) of the 6 atoms listed first:
0.108 -0.003 -0.185
-0.139 0.039 0.112
-0.383 -1.114 0.033
-1.721 -1.815 -1.207
-0.740 -2.880 -2.458
2.110 1.911 1.066

**E_HOMO (alpha / beta)**: -6.9 / -6.9 eV
**Multiplicity**: 1
**Kohn-Sham gap (alpha / beta)**: 6.26 / 6.26 eV
**Total charge**: 0

=====

The following is a quantum chemistry calculation of a molecular structure, BeCl4 at a distorted geometry, from the Open Molecules 2025 dataset.

Last column: Mulliken charge in e.
Geometry (Å):
Be: 0.237613 0.489646 0.363992  0.901
Cl: 1.354173 -0.690527 -2.144542  -0.746
Cl: -1.428532 2.519064 -0.958499  -0.709
Cl: -2.201435 -1.114987 0.757232  -0.731
Cl: 2.038182 -1.203196 1.981818  -0.715

Force components x, y, z for each atom (eV/Å):
-1.171 -2.203 -1.597
-0.416 0.775 1.253
1.216 -0.845 1.015
1.309 0.924 0.015
-0.939 1.349 -0.687

**E_HOMO**: -2.5 eV
**Multiplicity**: 1
**Kohn-Sham gap**: 6.73 eV
**Total charge**: -2

=====

DFT total energy / eV: -79558.976 -31384.463 -50492.951